[1]
A 4-piece molecular cluster, C22H43FO13P overall at a distorted geometry. Source: the OMol25 dataset; level of theory: wB97M-V/def2-TZVPD.

Geometry as XYZ:
```
80
Properties=species:S:1:pos:R:3:forces:R:3:lowdin_charge:R:1
C 2.1566 0.2180 -9.7561 0.5 0.3 -0.1 -0.09
C 3.1851 -0.0621 -8.4984 0.9 0.2 -2.0 -0.22
O 2.5441 0.2892 -7.2177 2.2 -1.7 3.1 -0.10
C 3.4324 0.0248 -6.0751 6.0 1.3 -1.4 -0.25
O 4.7539 0.3068 -6.1667 -8.2 -1.8 0.5 -0.04
C 2.9371 -0.5604 -4.6018 -1.2 0.7 -0.4 -0.08
C 3.0059 0.7532 -3.5689 -1.2 0.0 -0.6 -0.23
C 4.0574 0.4688 -2.3414 0.8 0.2 -0.9 -0.26
P 3.6970 1.6461 -0.8313 2.2 0.5 -1.2 1.09
C 3.1704 0.5933 0.6733 -1.7 -1.1 1.5 -0.15
C 1.6020 0.9568 1.1271 -5.5 3.5 -3.1 -0.16
O 0.7483 1.6522 0.3571 6.9 -4.9 5.4 0.00
F 1.0609 0.4570 2.4303 3.0 1.2 -4.7 -0.04
O 5.1499 2.5795 -0.6094 -3.4 -2.2 0.9 -0.33
C 5.3376 3.0082 0.7850 1.3 1.7 2.0 -0.28
C 4.1638 4.0088 1.3622 0.4 0.1 1.0 -0.09
H 1.3884 1.0608 -9.4845 1.5 -1.7 -0.4 0.09
H 1.6135 -0.7455 -10.1406 1.0 1.9 1.0 0.08
H 2.8089 0.6251 -10.6544 -1.3 -0.9 1.9 0.09
H 3.5157 -1.1855 -8.4739 -0.6 2.2 0.0 0.14
H 4.1273 0.6179 -8.6811 -1.9 -1.4 0.7 0.13
H 1.8234 -0.9849 -4.6569 2.5 1.1 0.1 0.14
H 3.6209 -1.4226 -4.1884 -1.1 1.8 -1.4 0.13
H 3.2865 1.7132 -4.2177 -0.2 -2.1 1.7 0.14
H 1.8944 0.9555 -3.1949 2.4 -0.5 -0.5 0.12
H 5.1490 0.7171 -2.7562 -2.3 -0.4 1.2 0.14
H 4.0857 -0.6627 -1.9905 -0.3 2.5 -0.6 0.12
H 2.6245 2.5682 -1.2079 0.9 -0.9 0.6 0.09
H 3.8595 0.6877 1.6150 -1.2 -0.1 -1.9 0.12
H 3.1176 -0.5522 0.3411 0.3 2.5 0.7 0.14
H 6.3441 3.6501 0.7988 -2.2 -1.6 -0.3 0.16
H 5.5673 2.0845 1.5040 -0.8 1.9 -1.7 0.13
H 4.2917 5.1403 1.0092 -0.3 -2.7 0.5 0.11
H 4.2970 4.0335 2.5472 -0.3 -0.1 -2.6 0.11
H 3.0688 3.6395 1.1711 2.0 0.7 0.2 0.06
C -1.7793 0.6983 1.3132 -0.2 -0.2 -0.1 -0.07
C -3.0523 1.1842 1.9825 0.5 0.0 0.3 -0.21
O -4.1516 1.1527 1.0636 -0.7 -0.8 -0.1 0.03
C -4.7199 -0.0637 0.8717 0.1 -0.2 -0.1 -0.53
O -4.3856 -1.1067 1.4118 -0.4 1.5 -0.6 0.10
O -5.7109 0.0742 -0.0443 0.9 0.1 0.9 0.00
C -6.3447 -1.1527 -0.3988 -0.4 -0.5 -0.2 -0.05
H -1.5909 1.2573 0.3907 -0.1 0.0 0.3 0.08
H -0.9211 0.8150 1.9812 -0.6 0.0 -0.2 0.03
H -1.8574 -0.3570 1.0343 -0.1 0.0 0.2 0.08
H -2.9255 2.2280 2.2903 -0.3 -0.1 -0.2 0.13
H -3.2801 0.6076 2.8864 -0.1 0.0 -0.3 0.13
H -6.6922 -1.6925 0.4880 0.2 0.1 -0.1 0.10
H -5.6566 -1.7714 -0.9833 -0.1 0.0 0.2 0.09
H -7.2134 -0.9191 -1.0201 0.3 0.2 0.2 0.10
C -4.5163 -4.1043 0.4462 -0.2 -0.1 -0.2 -0.07
C -3.0536 -4.3277 0.7855 -0.5 0.6 0.3 -0.21
O -2.5542 -5.4992 0.1283 0.7 -0.1 -1.2 0.03
C -2.2245 -5.3423 -1.1779 -0.4 0.2 0.1 -0.55
O -2.3075 -4.3076 -1.8211 0.3 -1.3 0.8 0.10
O -1.8081 -6.5423 -1.6542 -0.2 0.9 0.5 -0.01
C -1.5023 -6.5364 -3.0468 0.1 -0.1 -0.5 -0.05
H -5.1030 -5.0044 0.6569 0.2 0.1 0.1 0.09
H -4.9252 -3.2701 1.0233 0.2 -0.2 -0.1 0.05
H -4.6459 -3.8831 -0.6178 0.1 0.0 0.1 0.07
H -2.9527 -4.5005 1.8627 0.1 -0.3 -0.3 0.13
H -2.4427 -3.4508 0.5417 -0.1 -0.2 -0.2 0.12
H -0.7939 -5.7398 -3.2959 -0.3 0.0 0.1 0.09
H -2.4229 -6.4315 -3.6293 0.2 0.1 0.1 0.10
H -1.0413 -7.4956 -3.2973 -0.2 0.1 0.3 0.10
C -2.6908 3.4715 8.2139 -0.1 -0.1 -0.3 -0.07
C -1.2281 3.2481 8.5532 -0.4 0.6 0.4 -0.22
O -0.7287 2.0766 7.8960 0.6 -0.1 -1.2 0.03
C -0.3989 2.2335 6.5898 -0.4 0.5 0.2 -0.55
O -0.4820 3.2682 5.9466 0.3 -1.4 0.7 0.11
O 0.0175 1.0335 6.1136 -0.2 0.8 0.3 0.01
C 0.3232 1.0394 4.7210 0.0 -0.1 0.0 -0.07
H -3.2775 2.5714 8.4247 0.1 0.1 0.1 0.08
H -3.0997 4.3057 8.7910 0.1 -0.1 0.0 0.08
H -2.8203 3.6927 7.1500 0.1 0.1 0.2 0.07
H -1.1272 3.0753 9.6305 0.1 -0.3 -0.3 0.13
H -0.6172 4.1250 8.3095 -0.1 -0.3 -0.2 0.12
H 1.0316 1.8360 4.4719 -0.3 0.0 0.1 0.10
H -0.5974 1.1443 4.1385 0.2 0.2 0.1 0.09
H 0.7842 0.0802 4.4705 -0.2 0.1 0.6 0.09
```
Positions in Å, forces in eV/Å.

E_tot (eV): -62121.520
LUMO level (eV): -4.09
Largest force on an atom (hartree/bohr): 0.1959
Total charge: +1

[2]
C22H43InN3O9 as an isolated structure at a distorted geometry. Source: the OMol25 dataset; level of theory: wB97M-V/def2-TZVPD.

Geometry as XYZ:
```
78
Properties=species:S:1:pos:R:3:forces:R:3:lowdin_charge:R:1
In -0.1311 -0.1849 0.6426 -2.7 -2.0 -1.5 1.24
C -1.1994 2.6676 -2.6357 -1.4 -7.4 3.5 0.03
C -0.3973 3.6759 -2.9207 -1.1 7.2 -4.7 -0.35
C 0.9783 3.7238 -2.3911 3.4 6.0 -3.7 -0.35
O 1.8745 4.6078 -2.7074 -3.4 -1.3 0.2 0.04
C 1.4829 2.7792 -1.6231 -0.3 -8.8 4.2 0.00
C 0.7275 1.5372 -1.2880 0.0 5.1 -3.6 -0.26
C -0.7457 1.5158 -1.8002 -0.4 3.2 -1.7 -0.24
O -1.4938 0.6078 -1.3234 -0.1 5.5 -0.9 -0.20
O 1.1631 0.5965 -0.5716 -4.0 4.0 -4.0 -0.18
O -0.9101 4.6374 -3.6826 2.6 -3.0 2.9 0.00
H -2.2088 2.6127 -3.0158 0.0 0.2 0.0 0.13
H 2.5130 2.7969 -1.2991 0.0 0.3 -0.2 0.11
C -1.0066 4.1862 1.0554 2.1 0.8 0.3 0.00
C -0.3917 2.7541 0.9362 -0.8 1.9 1.6 -0.34
C 0.4215 2.3539 2.1963 -0.4 0.6 0.0 -0.11
O 1.1798 1.1718 1.9607 -1.5 -1.3 -0.2 -0.28
C 2.1379 0.8732 2.9496 0.8 0.7 1.5 -0.06
N -1.5309 1.8730 0.6412 1.8 0.6 2.4 0.05
H -1.9296 4.4064 1.5918 -0.3 -1.0 0.0 0.09
H -1.0462 4.6751 0.0820 -0.2 -0.3 -0.2 0.09
H -0.2929 4.8021 1.6026 0.2 0.2 0.0 0.08
H 0.2726 2.7331 0.0723 -0.2 0.5 0.7 0.09
H -0.2400 2.1896 3.0468 -0.1 0.0 0.3 0.14
H 1.1760 3.0858 2.4848 -0.3 0.5 -0.2 0.15
H 1.6900 0.9449 3.9407 0.0 -0.1 0.1 0.12
H 2.9541 1.5915 2.8724 -0.3 0.4 0.3 0.10
H 2.6908 -0.0629 2.8713 -1.0 -0.1 -0.4 0.08
H -1.9287 2.4019 -0.1218 -0.4 -0.9 -1.0 0.11
H -2.2251 2.0322 1.3573 0.3 0.0 0.5 0.07
C 2.9677 -0.4115 -2.3160 0.3 0.0 2.2 -0.02
O 1.8896 -1.2821 -1.8605 1.4 1.1 -2.9 -0.27
C 1.0884 -1.7166 -2.9395 0.0 -1.1 1.1 -0.15
C -0.1267 -2.3425 -2.2399 -1.3 1.2 0.2 -0.09
N -0.9674 -1.3544 -1.4148 1.6 -6.3 -0.9 -0.05
C -2.2233 -2.0412 -1.1380 -1.1 0.7 1.3 -0.17
C -3.2359 -1.0208 -0.5586 -0.3 -0.9 -0.3 -0.16
O -2.7739 -0.3685 0.6118 0.9 0.7 -0.2 -0.32
C -3.6735 0.5103 1.2262 -1.9 -1.5 0.1 -0.10
H 3.8149 -0.8750 -2.8215 -0.6 -0.4 -0.6 0.11
H 3.3674 -0.1100 -1.3478 0.2 0.0 -0.7 0.05
H 2.6455 0.5399 -2.7392 -0.4 -0.4 -0.6 0.10
H 1.6059 -2.5121 -3.4757 0.1 -0.2 -0.2 0.13
H 0.9718 -0.9125 -3.6661 -0.8 0.2 0.1 0.14
H 0.0991 -3.1017 -1.4911 1.0 0.2 -1.3 0.07
H -0.8224 -2.8088 -2.9374 0.2 -0.1 -0.4 0.13
H -1.3372 -0.6110 -1.9899 1.0 -0.2 -0.6 0.06
H -2.1343 -2.7878 -0.3489 0.0 -0.1 -1.2 0.09
H -2.7404 -2.4538 -2.0043 0.2 0.0 -0.4 0.14
H -4.0778 -1.6466 -0.2626 -0.6 0.3 -0.3 0.12
H -3.4764 -0.3096 -1.3488 -0.4 0.1 0.3 0.14
H -4.5057 -0.1235 1.5325 -0.7 0.1 -0.1 0.10
H -4.1024 1.2655 0.5675 0.4 0.3 0.0 0.12
H -3.3287 0.8635 2.1981 0.4 0.2 -0.3 0.11
C -3.2385 -2.4880 2.0979 1.9 2.4 0.7 0.04
O -1.8788 -2.3342 1.3833 -1.6 -2.0 2.3 -0.29
C -1.1733 -3.5410 1.5898 -0.2 -0.7 0.6 -0.23
C 0.0398 -3.6267 0.6949 -1.2 -1.0 0.9 -0.17
N 0.9305 -2.5287 0.9298 -1.2 2.1 1.8 -0.05
C 2.2202 -2.5707 0.3808 2.7 0.9 -2.1 -0.17
C 3.1057 -1.3475 0.7890 0.6 0.5 -0.5 -0.12
O 2.5271 -0.0746 0.4087 6.0 -2.4 4.5 -0.36
C 3.4250 1.1155 0.5419 1.6 -1.5 -0.9 -0.03
H -3.2609 -1.4787 2.5089 -0.5 -0.4 0.4 0.08
H -3.1910 -3.1751 2.9427 0.3 -0.3 -0.4 0.10
H -4.1688 -2.5829 1.5378 0.7 -0.6 -0.7 0.10
H -1.7630 -4.4293 1.3635 -0.4 0.0 -0.4 0.14
H -1.0271 -3.6627 2.6631 0.8 0.1 0.2 0.13
H -0.4101 -3.7094 -0.2945 0.8 0.0 0.4 0.10
H 0.5367 -4.5591 0.9630 0.1 -0.3 -0.3 0.15
H 1.1424 -2.5775 1.9161 -0.5 0.1 0.7 0.14
H 2.1646 -2.5195 -0.7066 0.0 -0.2 0.5 0.10
H 2.7676 -3.4959 0.5613 0.0 -0.2 0.8 0.14
H 4.0353 -1.4142 0.2238 0.3 -0.5 0.2 0.14
H 3.3346 -1.2993 1.8536 0.2 -0.6 0.2 0.10
H 2.9930 2.1140 0.4749 -0.8 -0.7 0.7 0.10
H 4.1581 1.1779 -0.2623 -0.4 -0.5 -1.1 0.10
H 4.2229 1.0326 1.2798 -0.8 -0.2 1.1 0.11
```
Positions in Å, forces in eV/Å.

E_tot (eV): -51560.709
LUMO level (eV): -4.82
Largest force on an atom (hartree/bohr): 0.1897
Total charge: +1
Relative energy (zero: lowest compared OMol25 entry of this formula, charge and spin) (eV): 9.056